(1)
The following is a DFT calculation (wB97M-V/def2-TZVPD) of a cluster of 7 separate species, C32H60FIN7O9S in total in a non-equilibrium geometry.

Output
LUMO level: -3.75 eV
energy: -3111.2225 Ha
Kohn-Sham gap: 6.092 eV
total charge: +1

Last column: Mulliken charge in e.
Positions of all 111 atoms, in Å:
1 C -1.963 3.292 7.299  -0.40
2 C -2.601 2.663 6.508  -1.11
3 C -3.631 2.131 5.681  0.60
4 C -4.484 1.126 6.145  -0.11
5 C -5.492 0.687 5.310  -0.48
6 I -6.734 -0.791 6.115  0.17
7 C -5.663 1.213 4.027  1.54
8 C -6.770 0.785 3.099  -2.34
9 C -6.581 -0.642 2.491  0.61
10 C -7.723 -1.612 2.769  -1.44
11 F -5.379 -1.171 2.915  -0.28
12 N -4.789 2.162 3.603  0.35
13 C -4.863 2.808 2.261  -1.77
14 C -4.547 1.914 1.061  0.23
15 C -3.068 1.716 0.741  0.18
16 C -2.252 0.950 1.805  -0.42
17 S -1.795 -0.652 1.163  1.07
18 O -2.955 -1.492 1.157  -0.62
19 O -1.089 -0.513 -0.066  -0.51
20 O -0.805 -1.245 2.267  -0.47
21 C -3.809 2.607 4.410  0.35
22 H -1.444 3.895 8.004  0.45
23 H -4.354 0.722 7.140  0.44
24 H -6.881 1.489 2.285  0.25
25 H -7.722 0.795 3.630  0.79
26 H -6.568 -0.521 1.408  0.37
27 H -8.288 -1.346 3.654  0.31
28 H -8.440 -1.586 1.947  0.41
29 H -7.361 -2.634 2.842  0.33
30 H -4.232 3.690 2.291  0.61
31 H -5.882 3.171 2.145  0.51
32 H -4.974 2.427 0.197  0.42
33 H -5.068 0.961 1.105  -0.25
34 H -3.006 1.180 -0.206  -0.50
35 H -2.614 2.693 0.598  0.60
36 H -1.312 1.477 1.968  0.30
37 H -2.760 0.764 2.748  0.08
38 H -1.351 -1.619 2.974  0.38
39 H -3.154 3.381 4.041  0.44
40 C 3.523 -2.506 -0.102  0.08
41 O 4.711 -2.604 -0.356  -0.60
42 N 2.559 -2.300 -1.013  0.22
43 C 1.155 -2.187 -0.650  -0.96
44 C 2.939 -2.186 -2.411  -1.02
45 H 3.136 -2.579 0.929  0.28
46 H 0.586 -2.972 -1.154  0.34
47 H 0.780 -1.220 -0.960  0.51
48 H 1.029 -2.292 0.424  0.16
49 H 3.440 -3.098 -2.735  0.33
50 H 3.631 -1.352 -2.539  0.31
51 H 2.052 -2.022 -3.019  0.38
52 C 9.635 -2.844 0.887  0.16
53 O 10.849 -2.870 0.956  -0.60
54 N 8.849 -3.927 0.742  0.15
55 C 7.402 -3.826 0.666  -0.94
56 C 9.477 -5.234 0.661  -0.96
57 H 9.065 -1.901 0.939  0.26
58 H 6.951 -4.394 1.483  0.31
59 H 7.056 -4.233 -0.285  0.35
60 H 7.084 -2.791 0.738  0.29
61 H 10.054 -5.425 1.566  0.29
62 H 10.158 -5.266 -0.190  0.30
63 H 8.715 -6.001 0.546  0.38
64 C -4.699 1.222 10.533  0.11
65 O -4.990 1.217 9.346  -0.55
66 N -3.474 1.008 11.032  0.12
67 C -3.209 1.031 12.461  -0.91
68 C -2.378 0.742 10.117  -0.71
69 H -5.455 1.405 11.312  0.24
70 H -2.474 1.805 12.688  0.34
71 H -2.817 0.064 12.780  0.34
72 H -4.123 1.240 13.011  0.29
73 H -2.256 1.582 9.435  0.04
74 H -2.596 -0.150 9.528  0.27
75 H -1.459 0.591 10.677  0.39
76 C -2.963 0.952 -2.724  0.25
77 O -3.108 1.930 -1.993  -0.75
78 N -2.577 0.995 -3.997  0.17
79 C -2.429 -0.222 -4.790  -0.73
80 C -2.302 2.294 -4.596  -1.02
81 H -3.144 -0.074 -2.361  0.14
82 H -1.412 -0.320 -5.139  0.17
83 H -3.097 -0.178 -5.650  0.33
84 H -2.687 -1.088 -4.181  0.32
85 H -1.506 2.794 -4.043  0.29
86 H -3.197 2.916 -4.544  0.32
87 H -2.001 2.164 -5.628  0.38
88 C 0.766 0.854 -5.934  0.22
89 O -0.294 0.844 -6.542  -0.67
90 N 1.977 0.779 -6.498  0.15
91 C 3.192 0.794 -5.710  -0.86
92 C 2.079 0.679 -7.952  -0.70
93 H 0.805 0.926 -4.831  0.21
94 H 3.809 1.647 -5.999  0.33
95 H 3.755 -0.126 -5.881  0.32
96 H 2.957 0.872 -4.650  0.28
97 H 1.610 1.550 -8.409  0.30
98 H 1.554 -0.214 -8.291  0.30
99 H 3.120 0.627 -8.256  0.17
100 C 5.545 0.752 -9.252  0.46
101 O 4.484 0.744 -9.851  -0.67
102 N 6.753 0.676 -9.831  0.07
103 C 7.983 0.690 -9.062  -0.90
104 C 6.824 0.578 -11.281  -0.96
105 H 5.598 0.823 -8.150  0.00
106 H 8.596 1.543 -9.359  0.33
107 H 8.542 -0.230 -9.241  0.33
108 H 7.762 0.768 -8.000  0.32
109 H 6.348 1.448 -11.734  0.29
110 H 6.295 -0.314 -11.617  0.30
111 H 7.863 0.525 -11.595  0.39

Forces on atoms 1 to 2 (eV/Å):
C 0.2 0.1 0.1
C -0.4 0.4 0.2



(2)
The following is a DFT calculation (wB97M-V/def2-TZVPD) of a cluster of 2 separate species, C9H9IOS in total in a non-equilibrium geometry.

Output
LUMO level: 0.20 eV
energy: -1119.2959 Ha
energy relative to the best compared isomer or geometry (same formula, charge and spin): 1.081 eV
Kohn-Sham gap: 9.316 eV
total charge: 0

Last column: Mulliken charge in e.
Positions of all 21 atoms, in Å:
1 C 1.138 0.464 1.116  -0.51
2 C 1.059 0.483 -1.281  -0.21
3 C 0.395 -0.691 1.082  -0.53
4 C 0.217 -0.619 -1.329  -0.93
5 C 1.511 1.099 -0.077  0.67
6 C -0.200 -1.160 -0.065  0.40
7 C -3.300 -1.409 1.345  0.21
8 C -2.540 -2.219 0.954  -0.58
9 C 2.448 2.247 -0.077  -1.46
10 O -1.709 -2.878 -1.436  -0.55
11 S -1.175 -2.835 -0.067  0.42
12 I -2.742 1.287 -0.387  -0.16
13 H 1.427 0.868 2.094  0.31
14 H 1.508 0.881 -2.257  0.22
15 H 0.223 -1.292 1.993  0.31
16 H -0.304 -0.874 -2.177  0.67
17 H -1.780 0.061 -1.194  0.19
18 H -4.189 -0.860 1.715  0.39
19 H 2.337 2.946 -0.880  0.40
20 H 2.286 2.773 0.818  0.40
21 H 3.392 1.730 0.111  0.33

Forces on atoms 1 to 2 (eV/Å):
C 0.4 0.8 -0.1
C 1.5 1.1 -0.9



(3)
The following is a DFT calculation (wB97M-V/def2-TZVPD) of an isolated molecule of C21H16N2O3.

Output
LUMO level: 0.22 eV
energy: -1145.0973 Ha
energy relative to the best compared isomer or geometry (same formula, charge and spin): 0.000 eV
Kohn-Sham gap: 8.577 eV
total charge: 0
SMILES: O=C(N/N=C/c1ccccc1O)C1(O)c2ccccc2-c2ccccc21

Last column: Mulliken charge in e.
Positions of all 42 atoms, in Å:
1 O -0.138 -0.001 2.624  -0.69
2 C -0.576 0.000 1.497  0.45
3 N 0.175 0.000 0.369  0.46
4 N 1.523 0.000 0.435  -1.05
5 C 2.212 0.001 -0.639  -0.02
6 C 3.651 0.000 -0.623  1.00
7 C 4.346 0.001 -1.838  -0.72
8 C 5.721 0.001 -1.876  -0.66
9 C 6.439 0.000 -0.685  -0.39
10 C 5.781 0.000 0.525  -0.57
11 C 4.385 0.000 0.584  0.21
12 O 3.810 -0.001 1.790  -0.62
13 H 2.835 0.000 1.697  0.55
14 H 6.323 -0.001 1.458  0.41
15 H 7.518 0.000 -0.707  0.37
16 H 6.239 0.001 -2.823  0.40
17 H 3.778 0.002 -2.758  0.33
18 H 1.726 0.001 -1.622  0.29
19 H -0.282 0.001 -0.545  0.33
20 C -2.098 0.000 1.248  1.64
21 O -2.740 -0.001 2.487  -0.72
22 H -2.041 -0.001 3.167  0.40
23 C -2.443 -1.178 0.356  -0.48
24 C -2.387 -2.523 0.651  -0.48
25 C -2.728 -3.429 -0.345  -0.77
26 C -3.104 -2.992 -1.606  -0.66
27 C -3.164 -1.639 -1.904  -0.47
28 C -2.835 -0.728 -0.914  0.39
29 C -2.835 0.729 -0.914  0.40
30 C -3.164 1.640 -1.903  -0.47
31 C -3.105 2.993 -1.604  -0.66
32 C -2.728 3.429 -0.343  -0.77
33 C -2.387 2.522 0.652  -0.48
34 C -2.443 1.178 0.357  -0.48
35 H -2.095 2.859 1.635  0.51
36 H -2.698 4.488 -0.132  0.40
37 H -3.362 3.717 -2.363  0.41
38 H -3.464 1.305 -2.884  0.45
39 H -3.464 -1.304 -2.885  0.45
40 H -3.361 -3.716 -2.365  0.41
41 H -2.698 -4.488 -0.134  0.40
42 H -2.094 -2.860 1.633  0.51

Forces on atoms 1 to 2 (eV/Å):
O 0.1 0.0 0.2
C -0.1 0.0 0.0



(4)
The following is a DFT calculation (wB97M-V/def2-TZVPD) of a cluster of 2 separate species, C3H4S in total in a non-equilibrium geometry.

Output
LUMO level (alpha / beta): 1.10 / -2.35 eV
energy: -514.6222 Ha
energy relative to the best compared isomer or geometry (same formula, charge and spin): 2.783 eV
Kohn-Sham gap (alpha / beta): 6.280 / 6.657 eV
spin multiplicity: 3
total charge: 0
expectation value of S²: 2.011

Last column: Löwdin spin population.
Positions of all 8 atoms, in Å:
1 C -1.143 0.584 0.295  0.05
2 C -0.941 -0.683 0.586  0.21
3 C -0.189 -0.089 -0.528  0.61
4 S 2.244 0.184 0.314  1.02
5 H -1.596 1.483 0.330  0.00
6 H -1.057 -1.537 1.244  0.02
7 H 0.360 -0.584 -1.345  0.03
8 H 2.324 0.643 -0.896  0.06

Forces on atoms 1 to 2 (eV/Å):
C 1.4 -3.0 -1.5
C -0.2 0.0 0.9